Entry 1:
ORCA calculation (wB97M-V/def2-TZVPD) on a molecular structure, C28H35N3O7OsS.

Values from the calculation:
2S+1 = 2
Frontier orbital gap (alpha / beta) = 7.3 / 7.0 eV
Molar mass = 747.90 u
Charge = +1

Atoms and positions in Å:
Os (-0.391, 0.278, -0.186)
O (1.755, 0.343, -0.655)
C (2.471, -0.948, -0.513)
C (1.415, -2.018, -0.096)
O (1.599, -3.201, -0.212)
O (0.377, -1.480, 0.495)
C (3.395, -0.821, 0.687)
C (3.162, 0.129, 1.675)
C (3.987, 0.192, 2.790)
C (5.037, -0.701, 2.931)
C (5.253, -1.668, 1.959)
C (4.434, -1.732, 0.843)
C (3.162, -1.218, -1.828)
C (2.550, -1.992, -2.810)
C (3.138, -2.117, -4.061)
C (4.329, -1.467, -4.342)
C (4.938, -0.685, -3.370)
C (4.356, -0.559, -2.119)
H (1.722, 0.554, -1.601)
H (2.335, 0.820, 1.586)
H (3.806, 0.941, 3.551)
H (5.686, -0.646, 3.795)
H (6.061, -2.378, 2.071)
H (4.592, -2.500, 0.097)
H (1.628, -2.515, -2.598)
H (2.662, -2.730, -4.816)
H (4.783, -1.565, -5.320)
H (5.868, -0.176, -3.585)
H (4.835, 0.045, -1.359)
C (-1.535, 2.413, 2.940)
C (-1.538, 0.920, 2.655)
C (-1.766, 0.089, 3.899)
O (-0.235, 0.587, 2.078)
C (-2.625, 0.636, 1.586)
O (-3.747, 0.293, 1.864)
O (-2.241, 0.892, 0.347)
H (-0.819, 2.639, 3.731)
H (-2.526, 2.738, 3.256)
H (-1.257, 2.966, 2.043)
H (-1.031, 0.340, 4.664)
H (-1.702, -0.978, 3.674)
H (-2.764, 0.283, 4.286)
H (0.099, -0.236, 2.465)
O (-0.358, 2.038, -1.303)
N (-0.362, 3.182, -0.570)
C (-1.466, 3.937, -0.618)
C (-1.506, 5.130, 0.073)
C (-0.399, 5.523, 0.810)
C (0.722, 4.706, 0.847)
C (0.720, 3.523, 0.142)
H (-2.266, 3.532, -1.218)
H (-2.400, 5.734, 0.025)
H (-0.410, 6.458, 1.353)
H (1.604, 4.978, 1.409)
H (1.538, 2.816, 0.114)
C (-4.095, 0.521, -2.199)
N (-3.962, -0.870, -1.774)
C (-5.168, -1.671, -1.975)
C (-2.784, -1.395, -1.430)
S (-1.347, -0.663, -2.112)
N (-2.748, -2.475, -0.645)
C (-1.673, -3.463, -0.667)
C (-3.775, -2.735, 0.364)
H (-5.098, 0.850, -1.928)
H (-3.961, 0.615, -3.277)
H (-3.365, 1.131, -1.676)
H (-5.591, -1.392, -2.940)
H (-5.912, -1.487, -1.199)
H (-4.920, -2.726, -2.006)
H (-0.926, -3.195, -1.402)
H (-2.106, -4.434, -0.919)
H (-1.197, -3.524, 0.308)
H (-4.302, -1.814, 0.604)
H (-3.264, -3.086, 1.260)
H (-4.478, -3.508, 0.053)

Atomic partial charges in e from the Löwdin method, atoms 1 to 4: Os 1.3241; O -0.1389; C -0.2695; C -0.5624

Entry 2:
ORCA calculation (wB97M-V/def2-TZVPD) on a molecular structure, C28H35N8O5RbS.

Values from the calculation:
2S+1 = 1
Frontier orbital gap = 5.0 eV
Molar mass = 681.17 u
Charge = -2

Atoms and positions in Å:
Rb (0.670, -0.169, -0.690)
C (-3.167, 0.979, 2.088)
C (-3.319, -0.196, 1.125)
N (-2.618, -0.011, -0.133)
C (-3.302, 0.821, -1.098)
C (-2.540, 0.865, -2.415)
N (-1.228, 1.461, -2.305)
C (-1.017, 2.777, -2.882)
C (-0.849, 3.906, -1.865)
C (0.522, 3.945, -1.191)
N (0.763, 2.903, -0.207)
C (0.718, 3.271, 1.187)
C (-0.575, 2.894, 1.899)
N (-0.717, 1.460, 2.020)
C (-1.837, 1.033, 2.835)
H (-3.966, 0.908, 2.836)
H (-3.343, 1.921, 1.557)
H (-4.398, -0.374, 0.953)
H (-2.920, -1.096, 1.601)
H (-2.381, -0.907, -0.541)
H (-3.373, 1.839, -0.699)
H (-4.339, 0.478, -1.283)
H (-3.150, 1.397, -3.160)
H (-2.431, -0.161, -2.791)
H (-0.518, 0.803, -2.600)
H (-1.854, 3.017, -3.555)
H (-0.120, 2.742, -3.511)
H (-1.638, 3.835, -1.107)
H (-0.994, 4.860, -2.388)
H (0.663, 4.932, -0.721)
H (1.293, 3.860, -1.965)
H (1.588, 2.378, -0.463)
H (0.881, 4.354, 1.313)
H (1.549, 2.779, 1.711)
H (-1.421, 3.291, 1.327)
H (-0.600, 3.394, 2.888)
H (0.136, 1.033, 2.363)
H (-1.956, 1.690, 3.718)
H (-1.606, 0.036, 3.215)
O (3.392, 1.559, -6.406)
C (2.895, 1.220, -5.347)
C (3.160, 1.827, -3.997)
O (3.825, 2.834, -3.775)
C (2.463, 0.995, -3.007)
C (1.604, 0.055, -3.693)
O (0.720, -0.680, -3.164)
C (1.906, 0.101, -5.138)
O (1.421, -0.597, -6.019)
O (2.572, 1.143, -1.751)
S (-0.027, -2.014, 2.338)
C (1.359, -3.009, 2.583)
N (1.781, -3.557, 3.671)
N (1.024, -3.279, 4.775)
C (1.404, -3.731, 6.005)
C (2.539, -4.528, 6.198)
C (2.855, -4.980, 7.470)
C (2.077, -4.662, 8.576)
C (0.957, -3.859, 8.383)
C (0.622, -3.397, 7.125)
N (2.262, -3.404, 1.476)
N (2.286, -2.579, 0.561)
C (3.089, -3.013, -0.576)
C (3.204, -4.355, -0.909)
C (3.892, -4.708, -2.059)
C (4.455, -3.726, -2.869)
C (4.331, -2.389, -2.525)
C (3.638, -2.026, -1.376)
H (0.254, -2.627, 4.653)
H (3.152, -4.778, 5.345)
H (3.739, -5.596, 7.594)
H (2.335, -5.027, 9.562)
H (0.330, -3.585, 9.224)
H (-0.253, -2.771, 6.989)
H (2.743, -5.098, -0.273)
H (3.966, -5.752, -2.340)
H (4.969, -4.002, -3.781)
H (4.738, -1.614, -3.161)
H (3.526, -0.978, -1.130)

Atomic partial charges in e from the Löwdin method, atoms 1 to 4: Rb 0.9160; C -0.1823; C -0.2405; N -0.0776

Entry 3:
ORCA calculation (wB97M-V/def2-TZVPD) on a molecular structure, C28H35NPRuS2.

Values from the calculation:
2S+1 = 5
Frontier orbital gap (alpha / beta) = 7.4 / 5.9 eV
Molar mass = 581.77 u
Charge = +1

Atoms and positions in Å:
Ru (-0.808, -0.828, -0.664)
S (0.920, -1.908, -1.841)
C (0.555, -3.603, -1.616)
C (1.479, -4.564, -2.039)
C (1.234, -5.906, -1.834)
C (0.057, -6.327, -1.206)
C (-0.869, -5.398, -0.796)
C (-0.629, -4.028, -0.994)
S (-1.827, -2.873, -0.517)
H (2.387, -4.241, -2.531)
H (1.956, -6.638, -2.167)
H (-0.126, -7.380, -1.045)
H (-1.790, -5.707, -0.318)
C (-2.681, -0.907, 2.680)
C (-1.272, -1.478, 2.801)
C (-0.782, -1.490, 4.249)
P (-0.168, -0.681, 1.570)
C (1.554, -1.129, 1.989)
C (2.569, -0.321, 1.190)
C (1.772, -2.635, 1.845)
C (-0.250, 1.127, 1.723)
C (-0.307, 1.826, 2.917)
C (-0.416, 3.216, 2.943)
C (-0.496, 3.961, 4.241)
C (-0.483, 3.897, 1.721)
C (-0.411, 3.233, 0.519)
C (-0.266, 1.833, 0.497)
N (-0.217, 1.095, -0.663)
C (-0.137, 1.722, -1.934)
C (0.966, 2.502, -2.303)
C (2.188, 2.637, -1.435)
C (0.956, 3.066, -3.573)
C (-0.085, 2.865, -4.471)
C (-0.049, 3.477, -5.841)
C (-1.130, 2.026, -4.094)
C (-1.158, 1.426, -2.848)
C (-2.239, 0.427, -2.507)
H (-3.373, -1.525, 3.251)
H (-3.028, -0.888, 1.642)
H (-2.731, 0.108, 3.075)
H (-1.299, -2.511, 2.433)
H (-0.729, -0.489, 4.677)
H (0.191, -1.964, 4.364)
H (-1.493, -2.056, 4.853)
H (1.634, -0.840, 3.045)
H (2.492, -0.537, 0.123)
H (3.573, -0.595, 1.514)
H (2.449, 0.752, 1.343)
H (1.729, -2.930, 0.796)
H (1.039, -3.226, 2.395)
H (2.760, -2.896, 2.226)
H (-0.269, 1.293, 3.859)
H (-0.196, 3.334, 5.078)
H (-1.516, 4.302, 4.425)
H (0.143, 4.843, 4.228)
H (-0.602, 4.973, 1.725)
H (-0.491, 3.775, -0.413)
H (2.534, 1.655, -1.102)
H (2.021, 3.239, -0.544)
H (2.993, 3.103, -1.999)
H (1.804, 3.668, -3.876)
H (0.497, 4.418, -5.841)
H (-1.054, 3.663, -6.217)
H (0.446, 2.806, -6.545)
H (-1.931, 1.824, -4.795)
H (-2.999, 0.372, -3.285)
H (-2.757, 0.654, -1.569)
H (-1.836, -0.615, -2.513)

Atomic partial charges in e from the Löwdin method, atoms 1 to 4: Ru 0.5778; S 0.6619; C -0.6882; C -0.1121

Entry 4:
ORCA calculation (wB97M-V/def2-TZVPD) on a molecular structure, C28H36As2MnSi.

Values from the calculation:
2S+1 = 5
Frontier orbital gap (alpha / beta) = 7.0 / 7.4 eV
Molar mass = 605.46 u
Charge = +1

Atoms and positions in Å:
C (0.662, 2.188, 0.906)
C (-0.421, 2.167, -0.042)
C (-1.647, 2.307, 0.664)
H (-0.294, 2.175, -1.125)
C (-1.336, 2.458, 2.065)
C (0.093, 2.395, 2.220)
H (0.634, 2.570, 3.142)
H (1.716, 2.176, 0.653)
H (-2.619, 2.431, 0.183)
H (-2.036, 2.705, 2.854)
Mn (-0.534, 0.549, 1.480)
C (0.707, -0.808, -1.336)
H (-0.256, -0.536, -0.882)
H (1.547, -0.693, -0.637)
H (0.680, -1.880, -1.609)
Si (1.216, 0.373, -2.926)
C (2.534, -0.542, -3.878)
C (3.491, 0.341, -4.429)
H (3.245, 1.412, -4.455)
C (4.719, -0.136, -4.912)
H (5.460, 0.582, -5.302)
C (4.963, -1.521, -4.903)
H (5.919, -1.881, -5.303)
C (3.949, -2.417, -4.511)
H (4.094, -3.491, -4.684)
C (2.741, -1.930, -3.977)
H (1.979, -2.614, -3.593)
C (-0.314, 0.949, -3.845)
C (-0.195, 1.762, -4.989)
H (0.737, 1.727, -5.555)
C (-1.218, 2.654, -5.344)
H (-1.083, 3.334, -6.183)
C (-2.414, 2.704, -4.610)
H (-3.177, 3.455, -4.849)
C (-2.614, 1.748, -3.608)
H (-3.567, 1.751, -3.075)
C (-1.595, 0.842, -3.260)
H (-1.804, 0.064, -2.516)
H (0.488, -0.554, 0.970)
H (1.743, 1.773, -2.785)
C (2.681, -0.272, 3.294)
As (0.980, -0.830, 2.565)
C (1.217, -2.730, 2.211)
C (-0.352, -0.922, 4.012)
C (0.070, -0.812, 5.333)
C (-0.887, -0.452, 6.296)
C (-2.235, -0.283, 5.960)
C (-2.670, -0.509, 4.642)
C (-1.720, -0.829, 3.677)
As (-2.250, -0.787, 1.742)
C (-3.977, 0.152, 1.870)
C (-2.631, -2.707, 1.522)
H (3.438, -0.989, 2.953)
H (2.597, -0.279, 4.386)
H (2.899, 0.733, 2.924)
H (2.291, -2.944, 2.288)
H (0.649, -3.259, 2.986)
H (0.833, -2.957, 1.211)
H (1.105, -1.027, 5.606)
H (-0.564, -0.312, 7.325)
H (-2.962, 0.024, 6.718)
H (-3.725, -0.423, 4.371)
H (-3.860, 1.134, 2.343)
H (-4.320, 0.288, 0.838)
H (-4.693, -0.450, 2.439)
H (-3.144, -3.041, 2.430)
H (-1.699, -3.268, 1.403)
H (-3.270, -2.838, 0.639)

Atomic partial charges in e from the Löwdin method, atoms 1 to 4: C -0.1868; C -0.1437; C -0.1651; H 0.0927

Entry 5:
ORCA calculation (wB97M-V/def2-TZVPD) on a molecular structure, C28H36Br2IrN2O2S2Si.

Values from the calculation:
2S+1 = 1
Frontier orbital gap = 6.6 eV
Molar mass = 876.85 u
Charge = -1

Atoms and positions in Å:
Ir (2.332, 1.153, -0.024)
S (2.357, 3.432, -0.069)
C (3.927, 3.763, 0.622)
C (4.238, 5.059, 1.032)
C (5.483, 5.365, 1.562)
C (5.755, 6.705, 1.986)
N (5.974, 7.784, 2.319)
C (6.456, 4.359, 1.682)
C (6.159, 3.068, 1.268)
C (4.910, 2.749, 0.744)
S (4.592, 1.117, 0.189)
C (7.749, 4.644, 2.224)
N (8.795, 4.851, 2.656)
H (3.495, 5.840, 0.940)
H (6.914, 2.297, 1.356)
C (1.671, -0.558, 3.694)
C (1.755, 0.031, 2.308)
O (2.171, -0.701, 1.364)
O (1.443, 1.241, 2.118)
H (1.657, -1.645, 3.655)
H (0.791, -0.175, 4.209)
H (2.551, -0.235, 4.252)
Br (1.738, 1.115, -6.722)
C (1.989, 1.138, -4.830)
C (1.331, 0.211, -4.044)
C (1.531, 0.238, -2.671)
C (2.347, 1.193, -2.043)
C (3.015, 2.089, -2.887)
C (2.840, 2.068, -4.263)
H (0.682, -0.531, -4.491)
H (1.033, -0.513, -2.066)
H (3.688, 2.822, -2.462)
H (3.365, 2.776, -4.891)
C (-4.681, 0.301, 0.581)
C (-3.830, -0.798, 1.235)
C (-3.289, -0.206, 2.547)
C (-4.754, -1.975, 1.587)
Si (-2.423, -1.349, 0.041)
Br (-0.957, 0.368, 0.079)
C (-1.438, -2.876, 0.658)
C (-1.224, -2.803, 2.177)
C (-2.185, -4.182, 0.344)
C (-0.036, -2.953, 0.032)
C (-2.996, -1.497, -1.793)
C (-1.892, -2.140, -2.646)
C (-3.281, -0.127, -2.430)
C (-4.262, -2.359, -1.920)
H (-5.390, 0.686, 1.321)
H (-5.263, -0.069, -0.263)
H (-4.071, 1.139, 0.239)
H (-4.139, 0.153, 3.138)
H (-2.626, 0.639, 2.370)
H (-2.753, -0.932, 3.154)
H (-5.572, -1.612, 2.219)
H (-4.234, -2.752, 2.148)
H (-5.203, -2.438, 0.707)
H (-2.154, -2.887, 2.740)
H (-0.719, -1.881, 2.470)
H (-0.583, -3.639, 2.479)
H (-3.190, -4.209, 0.770)
H (-1.626, -5.021, 0.771)
H (-2.269, -4.365, -0.728)
H (0.572, -2.080, 0.269)
H (-0.057, -3.079, -1.049)
H (0.478, -3.826, 0.450)
H (-0.952, -1.590, -2.573)
H (-2.204, -2.120, -3.696)
H (-1.702, -3.180, -2.382)
H (-2.425, 0.542, -2.357)
H (-4.143, 0.374, -1.994)
H (-3.493, -0.279, -3.494)
H (-4.137, -3.359, -1.501)
H (-4.508, -2.475, -2.981)
H (-5.123, -1.895, -1.438)

Atomic partial charges in e from the Löwdin method, atoms 1 to 4: Ir 0.7545; S 0.6494; C -0.6331; C -0.0645

Entry 6:
ORCA calculation (wB97M-V/def2-TZVPD) on a molecular structure, C28H36Cl2F4HfN10O2S.

Values from the calculation:
2S+1 = 1
Frontier orbital gap = 7.4 eV
Molar mass = 902.12 u
Charge = +2

Atoms and positions in Å:
Hf (0.704, -0.473, 0.540)
C (4.028, -0.093, -0.080)
C (3.348, -0.974, -1.118)
N (2.164, -1.731, -0.625)
C (1.582, -2.443, -1.797)
C (0.182, -2.992, -1.548)
C (2.606, -2.754, 0.368)
C (2.568, -2.302, 1.854)
N (2.072, -0.937, 1.939)
C (2.067, -0.272, 3.125)
C (1.555, 1.036, 3.089)
F (1.113, 1.437, 1.806)
C (1.414, 1.866, 4.181)
F (0.832, 3.056, 4.033)
C (1.875, 1.447, 5.416)
C (2.410, 0.167, 5.504)
F (2.828, -0.271, 6.684)
C (2.507, -0.680, 4.403)
F (3.002, -1.917, 4.579)
H (4.876, 0.400, -0.557)
H (3.357, 0.681, 0.303)
H (4.414, -0.685, 0.745)
H (3.035, -0.352, -1.962)
H (4.085, -1.690, -1.503)
H (1.531, -1.746, -2.638)
H (2.252, -3.264, -2.083)
H (-0.521, -2.191, -1.302)
H (-0.158, -3.471, -2.466)
H (0.163, -3.750, -0.765)
H (1.959, -3.625, 0.262)
H (3.623, -3.071, 0.114)
H (1.921, -2.982, 2.427)
H (3.574, -2.373, 2.287)
H (1.799, 2.078, 6.286)
N (-6.865, -3.163, 1.329)
C (-5.632, -2.668, 1.535)
C (-5.450, -1.337, 1.958)
C (-4.187, -0.815, 2.114)
C (-3.081, -1.614, 1.842)
C (-3.232, -2.922, 1.395)
C (-4.493, -3.448, 1.255)
S (-1.474, -0.930, 1.817)
O (-0.834, -0.482, 3.021)
O (-0.563, -1.939, 1.148)
N (-1.244, 0.226, 0.694)
C (-1.554, 1.521, 0.986)
N (-2.482, 1.771, 1.901)
C (-2.723, 3.042, 2.182)
C (-2.038, 4.073, 1.556)
C (-1.120, 3.702, 0.589)
N (-0.876, 2.435, 0.279)
H (-7.674, -2.645, 1.622)
H (-6.986, -4.139, 1.125)
H (-6.316, -0.724, 2.154)
H (-4.032, 0.206, 2.425)
H (-2.354, -3.505, 1.168)
H (-4.614, -4.466, 0.919)
H (-3.486, 3.217, 2.929)
H (-2.213, 5.103, 1.808)
H (-0.543, 4.434, 0.041)
C (3.148, 3.345, -3.606)
C (1.869, 3.077, -4.389)
C (1.853, 1.664, -4.968)
C (0.626, 3.336, -3.498)
N (0.541, 2.298, -2.515)
C (-0.123, 1.131, -2.609)
N (0.290, 0.349, -1.638)
N (1.205, 1.071, -0.961)
N (1.348, 2.221, -1.487)
H (4.013, 3.195, -4.246)
H (3.230, 2.673, -2.753)
H (3.164, 4.368, -3.240)
H (1.803, 3.790, -5.213)
H (1.988, 0.912, -4.192)
H (2.669, 1.549, -5.674)
H (0.922, 1.458, -5.492)
H (-0.287, 3.329, -4.098)
H (0.735, 4.301, -3.000)
H (-0.852, 0.862, -3.350)
Cl (-2.877, -0.589, -1.294)
C (-3.527, -1.007, -2.921)
Cl (-2.198, -1.361, -4.019)
H (-4.076, -0.147, -3.305)
H (-4.163, -1.888, -2.826)

Atomic partial charges in e from the Löwdin method, atoms 1 to 4: Hf 1.6653; C -0.0619; C -0.2300; N -0.2846

Table of electronic energy (hartree), in record order: -2267.552518; -2324.529753; -2375.137377; -7000.163202; -7686.972545; -3552.195319
Table of energy above the lowest of the compared OMol25 structures with the same formula, charge and spin (kcal/mol), in record order: 6.5; 12.7; 2.9; 72.6; 2.7; 40.2